(1)
{"formula": "C25H43Cl2N3O5S", "method": "ωB97M-V/def2-TZVPD", "species": ["C", "C", "Cl", "C", "Cl", "C", "C", "C", "C", "C", "C", "C", "O", "C", "S", "C", "C", "O", "H", "H", "H", "H", "H", "H", "H", "H", "H", "H", "C", "O", "C", "C", "C", "N", "H", "H", "H", "H", "H", "H", "H", "H", "H", "H", "H", "C", "O", "C", "C", "C", "N", "H", "H", "H", "H", "H", "H", "H", "H", "H", "H", "H", "C", "O", "C", "C", "C", "N", "H", "H", "H", "H", "H", "H", "H", "H", "H", "H", "H"], "coordinates": [[0.815, 1.704, -0.710], [0.397, 0.275, -1.415], [0.173, 0.630, -3.233], [1.457, -0.959, -1.105], [1.152, -2.292, -2.401], [3.038, -0.483, -1.078], [3.998, -0.591, 0.286], [5.568, -0.072, 0.281], [6.130, 0.539, -1.151], [5.194, 0.660, -2.532], [3.640, 0.135, -2.489], [5.869, 1.342, -3.902], [5.615, 0.907, -5.151], [6.938, 2.589, -3.586], [7.005, 4.104, -4.728], [7.798, 2.453, -2.343], [7.685, 1.130, -1.326], [8.744, 0.557, -0.730], [0.711, 1.639, 0.476], [1.883, 2.089, -1.030], [0.042, 2.550, -1.045], [-0.669, -0.028, -0.974], [1.161, -1.387, -0.031], [3.519, -1.022, 1.281], [6.249, -0.114, 1.260], [3.013, 0.254, -3.490], [5.802, 4.817, -4.420], [8.549, 3.352, -2.118], [-0.893, 0.530, 2.442], [-1.208, 1.872, 2.106], [-2.609, 2.153, 2.041], [-3.265, 2.432, 3.413], [-3.509, 1.173, 4.241], [-2.470, 3.379, 4.209], [-1.619, -0.180, 2.034], [-0.823, 0.424, 3.527], [0.091, 0.297, 2.025], [-2.698, 3.061, 1.434], [-3.138, 1.364, 1.493], [-4.246, 2.885, 3.221], [-2.594, 0.782, 4.694], [-4.204, 1.385, 5.061], [-3.952, 0.380, 3.627], [-2.391, 4.255, 3.690], [-1.509, 3.025, 4.230], [3.497, -0.649, -8.839], [2.432, -0.421, -7.929], [1.715, -1.600, -7.552], [2.387, -2.422, -6.428], [3.581, -3.246, -6.905], [2.815, -1.562, -5.314], [3.274, -1.455, -9.545], [4.416, -0.865, -8.290], [3.662, 0.272, -9.406], [0.747, -1.247, -7.178], [1.497, -2.220, -8.431], [1.640, -3.129, -6.048], [4.474, -2.637, -7.073], [3.847, -3.999, -6.156], [3.347, -3.772, -7.837], [1.995, -1.086, -4.937], [3.373, -0.802, -5.715], [-5.488, -2.551, 6.208], [-5.802, -1.208, 5.871], [-7.203, -0.927, 5.807], [-7.860, -0.649, 7.179], [-8.104, -1.908, 8.006], [-7.064, 0.298, 7.974], [-6.213, -3.261, 5.800], [-5.417, -2.656, 7.292], [-4.503, -2.784, 5.791], [-7.293, -0.019, 5.199], [-7.733, -1.717, 5.259], [-8.840, -0.196, 6.986], [-7.188, -2.299, 8.459], [-8.798, -1.696, 8.826], [-8.547, -2.701, 7.393], [-6.985, 1.174, 7.456], [-6.103, -0.056, 7.996]], "atomic_forces_ev_per_a": [[-0.47, 0.53, 0.16], [-0.24, 0.74, 1.49], [0.24, -0.38, 1.48], [0.41, 0.94, 0.79], [0.49, 1.12, 1.66], [3.16, 1.09, -0.69], [1.15, 1.53, -3.23], [-2.58, 0.28, -3.86], [-2.10, -0.35, -0.08], [-1.42, -1.26, 2.92], [2.95, 0.09, 2.78], [-0.69, -1.73, -4.03], [1.36, 2.91, 8.08], [0.99, -1.47, 4.01], [-0.90, -1.00, 1.42], [-2.30, 0.45, -3.19], [3.06, -2.40, 1.76], [-6.70, 3.93, -3.65], [0.42, 0.03, -2.66], [-2.15, -1.08, 0.69], [1.59, -2.07, 0.66], [2.39, 0.50, -1.26], [0.73, 0.81, -2.50], [1.16, 1.01, -2.38], [-1.68, 0.09, -2.59], [1.37, -0.45, 2.62], [1.40, -1.37, -0.02], [-1.67, -2.44, -0.38], [0.22, 0.26, 0.12], [-0.47, -0.27, -0.16], [-0.01, 0.36, 0.03], [0.42, -0.23, 0.09], [-0.25, -0.12, 0.09], [0.19, 0.04, -0.39], [-0.06, 0.05, 0.07], [-0.09, -0.24, -0.02], [-0.07, 0.07, -0.01], [0.15, -0.06, 0.08], [0.06, -0.13, 0.12], [0.15, 0.03, -0.10], [-0.06, 0.10, -0.10], [0.15, -0.02, -0.14], [0.04, 0.06, 0.10], [-0.09, -0.07, 0.18], [-0.32, 0.07, 0.10], [0.10, 0.36, 0.17], [-0.30, -0.58, -0.16], [-0.06, 0.21, 0.25], [0.29, 0.31, -0.16], [0.11, -0.28, -0.01], [-0.17, 0.29, -0.28], [-0.01, -0.04, 0.09], [0.07, -0.14, -0.16], [-0.13, -0.08, 0.10], [0.14, 0.09, 0.00], [0.17, -0.03, -0.04], [-0.05, 0.16, -0.04], [-0.17, 0.01, 0.03], [-0.06, 0.17, -0.07], [0.03, 0.06, 0.08], [0.01, -0.21, 0.05], [0.04, -0.26, 0.10], [0.33, 0.21, 0.06], [-0.57, -0.17, -0.18], [0.09, 0.30, 0.05], [0.40, -0.19, 0.06], [-0.23, -0.15, 0.13], [0.18, 0.02, -0.37], [-0.04, 0.06, 0.07], [-0.10, -0.23, -0.01], [-0.13, 0.11, -0.03], [0.14, -0.04, 0.09], [0.06, -0.12, 0.11], [0.15, 0.03, -0.09], [-0.06, 0.11, -0.12], [0.15, 0.03, -0.13], [0.06, 0.07, 0.06], [-0.09, -0.07, 0.18], [-0.31, 0.07, 0.09]], "mulliken_charge": [-0.67, -0.16, -0.17, -0.08, -0.11, 0.22, -0.56, -0.51, 0.27, 0.12, 0.28, 0.32, -0.47, 0.00, -0.21, -0.34, 0.16, -0.51, 0.04, 0.26, 0.32, 0.35, 0.38, 0.23, 0.32, 0.02, 0.17, 0.31, -0.52, -0.38, -0.79, 0.57, -1.42, -0.77, 0.30, 0.24, 0.12, 0.36, 0.41, 0.42, 0.19, 0.32, 0.31, 0.28, 0.34, -0.63, -0.38, -0.70, 0.28, -1.52, -0.38, 0.30, 0.20, 0.26, 0.32, 0.45, 0.43, 0.26, 0.38, 0.37, 0.08, 0.32, -0.73, -0.27, -0.72, 0.32, -1.38, -0.73, 0.33, 0.25, 0.24, 0.34, 0.40, 0.39, 0.28, 0.35, 0.34, 0.27, 0.32], "fmax_ev_per_a": 8.7, "gap_ev": 7.057, "e_tot_ha": -2836.84801, "homo_energy_ev": -8.93, "smiles": "C[C@@H](Cl)[C@@H](Cl)c1ccc2c(c1)C(=O)C(S)=CC2=O.COC[C@@H](C)N.COC[C@@H](C)N.COC[C@@H](C)N", "multiplicity": 1}

=====

(2)
{"formula": "C25H43F12NO10PS3", "method": "ωB97M-V/def2-TZVPD", "species": ["C", "O", "C", "C", "C", "C", "C", "C", "O", "C", "C", "C", "O", "C", "N", "O", "C", "C", "C", "C", "C", "C", "C", "O", "C", "C", "P", "S", "S", "O", "O", "C", "F", "F", "C", "F", "F", "C", "F", "F", "C", "F", "F", "F", "H", "H", "H", "H", "H", "H", "H", "H", "H", "H", "H", "H", "H", "H", "H", "H", "H", "H", "H", "H", "H", "H", "H", "H", "H", "H", "H", "H", "H", "H", "H", "H", "H", "H", "H", "H", "H", "H", "H", "H", "H", "H", "H", "C", "F", "F", "F", "S", "O", "O", "O"], "coordinates": [[-1.814, 1.443, 2.840], [-1.033, 2.370, 3.560], [-0.468, 3.386, 2.744], [0.681, 2.850, 1.887], [0.482, 3.008, 0.373], [1.555, 2.229, -0.380], [1.241, 1.809, -1.821], [-0.072, 1.036, -2.033], [0.145, -0.182, -2.704], [0.820, -1.172, -1.978], [2.141, -1.544, -2.676], [2.173, -2.966, -3.229], [1.952, -3.943, -2.237], [1.206, -3.059, -4.401], [0.960, -4.447, -4.823], [0.988, -0.764, -0.658], [1.354, -1.801, 0.243], [1.359, -1.227, 1.667], [0.420, -2.072, 2.543], [2.773, -1.206, 2.248], [3.588, -0.017, 1.714], [2.773, -1.172, 3.775], [-0.936, 1.821, -3.026], [-1.133, 3.117, -2.569], [-0.808, 4.180, -3.455], [-0.528, 5.400, -2.567], [-2.195, 4.626, -4.612], [-1.995, 3.984, -6.438], [-2.622, 1.157, -3.419], [-2.674, 0.965, -4.838], [-3.617, 2.040, -2.883], [-3.016, -0.546, -2.748], [-2.192, -1.487, -3.258], [-4.254, -0.753, -3.280], [-3.146, -0.710, -1.202], [-3.231, 0.483, -0.586], [-2.014, -1.322, -0.755], [-4.320, -1.629, -0.796], [-5.495, -0.979, -0.992], [-4.276, -2.765, -1.541], [-4.279, -2.071, 0.708], [-3.356, -3.016, 0.915], [-4.085, -1.026, 1.520], [-5.495, -2.604, 0.981], [-1.464, 0.428, 3.004], [-1.825, 1.633, 1.771], [-2.841, 1.498, 3.190], [-1.247, 3.835, 2.131], [-0.066, 4.093, 3.457], [0.822, 1.792, 2.082], [1.618, 3.322, 2.166], [0.601, 4.069, 0.168], [-0.530, 2.747, 0.089], [1.883, 1.357, 0.171], [2.423, 2.881, -0.446], [2.048, 1.152, -2.123], [1.304, 2.657, -2.494], [-0.609, 0.928, -1.097], [0.186, -2.066, -1.983], [2.246, -0.869, -3.522], [2.973, -1.354, -2.008], [3.173, -3.141, -3.609], [1.014, -4.053, -2.085], [0.273, -2.540, -4.188], [1.674, -2.544, -5.234], [0.982, -5.072, -4.028], [0.016, -4.504, -5.174], [2.356, -2.156, 0.028], [0.631, -2.610, 0.171], [0.975, -0.210, 1.654], [-0.504, -2.285, 2.020], [0.166, -1.582, 3.472], [0.911, -3.011, 2.774], [3.320, -2.104, 1.961], [4.380, 0.203, 2.420], [4.084, -0.238, 0.772], [2.992, 0.887, 1.639], [2.454, -2.102, 4.212], [3.780, -1.001, 4.142], [2.175, -0.354, 4.159], [-0.426, 1.797, -3.984], [0.083, 3.992, -4.043], [-1.386, 6.048, -2.451], [0.238, 5.993, -3.059], [-0.119, 5.088, -1.618], [-3.387, 4.287, -3.954], [-2.161, 6.030, -4.603], [0.204, -3.513, 7.914], [-0.893, -2.750, 8.028], [0.297, -4.241, 9.034], [-0.018, -4.369, 6.904], [1.716, -2.498, 7.628], [1.767, -1.662, 8.805], [1.400, -1.815, 6.390], [2.756, -3.498, 7.530]], "atomic_forces_ev_per_a": [[-0.24, -0.08, 0.16], [0.00, 0.20, -0.15], [0.46, -0.79, 0.52], [-0.29, -0.11, -0.66], [0.49, 0.15, 0.62], [-0.03, 0.44, -0.62], [0.09, -0.10, 0.54], [-0.02, 0.76, -0.49], [-0.42, 0.10, 0.09], [0.60, -1.11, 0.14], [-0.23, 0.27, -0.12], [-0.13, 0.53, -0.19], [0.30, -0.30, 0.18], [-0.01, -0.66, -0.24], [-0.11, 0.14, 0.11], [-0.06, 0.28, -0.23], [0.05, 0.83, 0.50], [-0.28, -0.91, 0.31], [0.17, 0.22, -0.28], [0.45, 0.66, 0.44], [0.12, -0.29, 0.28], [0.35, 0.16, -0.31], [0.36, 0.04, 0.51], [0.02, -0.21, -0.07], [-0.60, 0.97, 1.02], [0.42, 0.00, -0.68], [0.37, -0.19, -1.40], [-0.05, -0.08, 0.21], [-0.57, 0.66, -1.36], [0.49, -0.60, 0.00], [0.14, -0.16, 0.79], [-0.44, -0.69, -0.23], [-0.50, 0.61, 0.34], [0.58, 0.22, 0.07], [0.86, -0.30, 0.12], [-0.16, -0.32, -0.26], [-0.19, 0.24, -0.06], [-0.49, -0.02, 0.27], [0.66, -0.41, 0.05], [-0.10, 0.63, 0.28], [-0.72, -0.41, 0.05], [-0.34, 0.66, 0.01], [0.11, -0.53, -0.33], [0.78, 0.27, -0.01], [0.20, -0.19, 0.07], [0.11, 0.09, -0.28], [-0.24, -0.01, 0.07], [-0.12, 0.29, -0.14], [-0.17, 0.43, 0.05], [-0.14, -0.16, 0.32], [0.23, 0.13, 0.09], [-0.19, 0.25, -0.32], [-0.26, -0.22, -0.07], [-0.29, -0.12, 0.02], [0.32, 0.00, 0.09], [0.11, -0.19, -0.17], [-0.13, 0.31, -0.12], [-0.04, -0.24, 0.24], [-0.34, -0.05, 0.04], [0.14, 0.15, -0.15], [0.17, -0.08, 0.21], [0.26, -0.27, 0.02], [-0.32, 0.08, 0.12], [-0.16, 0.17, 0.21], [0.03, 0.29, -0.14], [0.20, 0.00, 0.11], [-0.06, -0.10, -0.26], [0.13, -0.33, -0.39], [-0.06, -0.29, -0.18], [-0.07, 0.15, -0.21], [-0.29, -0.05, -0.18], [0.10, 0.05, 0.31], [-0.06, -0.32, 0.14], [-0.15, -0.33, -0.15], [0.26, 0.05, 0.11], [-0.16, 0.13, -0.40], [-0.03, 0.05, -0.06], [-0.35, -0.11, 0.24], [0.27, -0.01, 0.03], [-0.32, 0.06, 0.17], [-0.15, -0.09, -0.40], [0.03, -0.50, -0.29], [-0.27, -0.01, 0.38], [0.08, 0.23, -0.08], [-0.11, -0.13, 0.31], [0.14, 0.08, 0.29], [-0.11, 0.02, 0.42], [0.11, 0.08, -0.02], [-0.17, 0.12, 0.01], [0.02, -0.12, 0.18], [-0.03, -0.13, -0.17], [0.17, 0.05, 0.04], [-0.06, 0.05, 0.06], [-0.12, 0.02, -0.03], [0.02, -0.09, -0.05]], "mulliken_charge": [-0.25, -0.49, -0.94, -0.29, 0.01, 0.28, -1.20, 1.18, -0.40, -0.45, -1.39, -0.76, -0.62, -0.08, -0.71, 1.39, -1.60, 3.84, -2.50, 0.78, -1.33, -2.16, -1.61, -0.14, 0.29, -1.23, 0.17, -0.40, 1.50, -0.67, -0.72, 0.29, -0.18, -0.30, 0.52, -0.29, -0.38, 0.65, -0.30, -0.28, 0.63, -0.22, -0.22, -0.28, 0.12, -0.03, 0.42, 0.37, 0.38, 0.05, 0.57, 0.07, -0.05, -1.12, 0.77, 0.41, 0.58, 0.08, 0.58, 0.49, 0.45, 0.64, 0.37, -0.05, 0.30, 0.29, 0.27, 0.19, 0.32, -1.91, 0.50, 0.55, 0.43, 0.32, 0.57, 0.25, 0.30, 0.48, 0.51, 0.31, 0.54, 0.42, 0.52, 0.41, 0.04, 0.07, 0.11, 0.60, -0.25, -0.25, -0.24, 1.09, -0.68, -0.56, -0.71], "fmax_ev_per_a": 1.6, "e_above_lowest_ev": 0.000, "gap_ev": 7.560, "e_tot_ha": -4519.85894, "homo_energy_ev": -5.88, "multiplicity": 1, "charge": -1}

=====

What is the formula in the first record?
C25H43Cl2N3O5S